(1)
Below is a 5-piece molecular cluster, C33H37FN3O19S2 overall at a distorted geometry, with properties calculated with ωB97M-V with the def2-TZVPD basis set.

Values from the calculation:
Energy above the lowest of the compared OMol25 structures with the same formula, charge and spin: 481.60 kcal per mole
2S+1: 1
HOMO level: -10.479 eV
Kohn-Sham gap: 4.16 eV
LUMO level: -0.2322 Eh
Net charge: +1
Strongest force on any atom: 9.3 eV/A

Geometry (Å):
S 0.583 -5.392 -0.525
S -7.640 -1.828 -1.350
F -8.977 -2.799 -0.800
O -0.317 7.528 3.567
O -1.416 4.807 -2.189
O 3.942 -4.970 -2.083
O -0.739 6.759 -1.200
O -3.416 3.675 0.792
O -0.737 4.850 -0.002
O 8.862 -2.278 0.535
O -6.845 0.162 1.566
O 7.084 -2.136 -0.842
O -5.255 2.130 1.412
O -7.518 -2.142 -2.893
O -7.894 -0.306 -1.249
O -0.568 5.254 3.685
O -4.622 0.990 1.178
O 4.241 -4.440 0.125
O 6.028 -4.905 -1.230
O -0.693 -5.951 -3.120
O 0.321 6.365 5.434
O 8.962 -3.249 -1.536
N -4.100 -4.445 -0.633
N 1.521 -6.894 -3.075
N 0.944 -7.211 -4.326
C -0.201 6.477 4.175
C 6.109 -5.498 -2.517
C 4.849 -5.015 -3.170
C -6.799 2.722 -1.283
C -5.191 4.221 -3.674
C 6.664 -1.711 0.441
C -0.531 7.107 0.160
C -4.570 3.072 0.465
C -5.114 -1.559 0.499
C 0.045 5.040 5.863
C -6.709 3.653 -3.965
C 8.357 -2.609 -0.692
C -3.177 -3.751 0.342
C 4.695 -4.747 -0.964
C -0.462 -6.648 -4.402
C -0.015 4.292 4.565
C -5.280 3.271 -1.000
C 0.509 -6.107 -2.273
C -3.676 -2.279 0.960
C 1.127 4.542 6.799
C 7.959 -1.337 1.096
C -1.724 -4.285 0.876
C -5.442 -3.867 -1.126
C 7.930 -1.455 2.606
C -1.173 -5.658 0.179
C 0.454 8.252 0.277
C -5.999 -2.394 -0.601
C 7.369 -5.057 -3.233
C -7.543 2.890 -2.755
C -5.627 -0.121 1.096
C -0.025 5.821 0.743
C -4.461 4.020 -2.215
C -1.004 5.417 -1.217
H 0.573 8.564 1.318
H -1.714 -4.353 2.062
H -2.996 -1.689 1.742
H -8.621 2.437 -2.870
H 7.572 -2.443 2.918
H 4.492 -5.697 -3.947
H 0.115 9.110 -0.313
H 7.371 -3.974 -3.398
H 8.253 -5.282 -2.627
H -7.222 3.787 -5.025
H 6.109 -6.588 -2.386
H -0.244 5.731 1.811
H 6.154 -2.548 0.931
H -6.076 -4.501 -1.894
H -0.652 3.405 4.621
H 4.934 -4.007 -3.589
H -0.927 5.047 6.375
H 8.291 -0.334 0.800
H -0.936 -3.431 0.607
H 2.098 4.501 6.293
H -1.805 -6.060 -0.719
H 1.436 7.970 -0.118
H 7.467 -5.557 -4.201
H 8.938 -1.344 3.019
H 5.973 -0.867 0.365
H -1.114 -6.542 0.969
H 7.281 -0.693 3.048
H 0.889 3.544 7.180
H -7.395 2.150 -0.438
H -1.500 7.395 0.587
H -3.850 -5.380 -1.023
H 1.244 5.225 7.646
H -3.369 4.412 -2.020
H 1.046 5.661 0.581
H -4.603 4.785 -4.516
H 0.970 4.002 4.183
H -1.276 -6.713 -5.267

Results of the Mulliken charge analysis, in e, for atoms 1 through 4: number 1, S, carries -0.02; number 2, S, carries 1.09; number 3, F, carries -0.26; number 4, O, carries -0.55

=====

(2)
Below is C33H37NO4ReS4 as an isolated structure at a distorted geometry, with properties calculated with ωB97M-V with the def2-TZVPD basis set.

Values from the calculation:
Energy above the lowest of the compared OMol25 structures with the same formula, charge and spin: 13.66 kcal per mole
2S+1: 4
HOMO level (alpha / beta): -19.101 / -19.106 eV
Kohn-Sham gap (alpha / beta): 7.05 / 6.35 eV
LUMO level (alpha / beta): -0.4430 / -0.4688 Eh
Net charge: +4
Strongest force on any atom: 3.9 eV/A

Geometry (Å):
Re 11.804 8.483 13.968
S 8.701 10.349 11.056
S 12.523 6.053 16.148
S 14.044 10.442 14.719
S 9.125 8.785 15.431
O 10.704 8.604 15.632
O 12.656 10.245 13.820
O 12.519 6.907 14.737
O 12.953 8.058 12.252
N 10.466 9.231 12.457
C 8.637 8.604 11.166
C 7.792 11.095 15.633
C 9.668 8.171 11.930
C 12.961 12.172 16.374
C 13.851 12.102 15.319
C 8.581 10.222 16.336
C 13.246 6.772 11.560
C 9.243 6.228 16.805
C 14.281 14.429 15.376
C 16.485 4.057 16.421
C 16.504 9.986 13.572
C 7.343 12.200 16.305
C 14.329 4.264 15.403
C 11.201 4.796 16.010
C 16.933 10.165 11.204
C 15.565 3.642 15.471
C 17.381 9.799 12.480
C 9.897 5.428 15.689
C 7.482 12.369 17.645
C 15.238 10.493 13.345
C 15.707 10.764 11.062
C 16.114 5.039 17.310
C 8.328 7.365 16.419
C 13.393 14.548 16.470
C 14.764 10.893 12.088
C 14.583 13.200 14.831
C 8.261 11.445 18.346
C 8.762 10.341 17.727
C 9.953 10.432 12.172
C 13.734 7.303 10.221
C 14.885 5.630 17.249
C 12.757 13.442 16.961
C 13.909 5.178 16.325
H 8.316 11.561 19.451
H 12.133 13.413 17.814
H 9.805 7.178 12.351
H 9.261 4.605 15.385
H 16.838 5.357 18.120
H 12.865 7.720 9.757
H 15.315 13.097 14.067
H 13.838 11.371 11.966
H 9.911 6.047 14.836
H 7.582 7.016 15.656
H 6.880 13.112 18.162
H 15.715 2.783 14.831
H 14.640 6.543 17.751
H 14.021 6.158 12.113
H 9.920 6.582 17.581
H 12.499 11.245 16.764
H 6.756 12.849 15.582
H 17.603 10.100 10.354
H 16.816 9.525 14.543
H 11.283 4.357 16.987
H 18.353 9.348 12.669
H 13.639 3.962 14.604
H 14.568 8.005 10.242
H 15.427 11.135 10.047
H 10.382 11.419 12.363
H 14.032 6.515 9.517
H 7.844 8.011 10.728
H 9.292 9.590 18.341
H 7.638 11.029 14.530
H 8.484 5.607 17.277
H 17.424 3.528 16.512
H 12.283 6.307 11.429
H 13.118 15.531 16.874
H 14.685 15.339 14.986
H 11.528 4.007 15.329
H 7.858 7.817 17.276
H 13.433 8.746 11.859

Results of the Mulliken charge analysis, in e, for atoms 1 through 4: number 1, Re, carries 2.15; number 2, S, carries 0.04; number 3, S, carries 0.33; number 4, S, carries 0.04

=====

(3)
Below is C33H38As2NO2RuS as an isolated structure, with properties calculated with ωB97M-V with the def2-TZVPD basis set.

Values from the calculation:
Energy above the lowest of the compared OMol25 structures with the same formula, charge and spin: 13.26 kcal per mole
2S+1: 5
HOMO level (alpha / beta): -16.239 / -16.786 eV
Kohn-Sham gap (alpha / beta): 7.04 / 5.56 eV
LUMO level (alpha / beta): -0.3379 / -0.4126 Eh
Net charge: +3
Strongest force on any atom: 0.6 eV/A

Geometry (Å):
Ru 0.938 -0.670 0.012
As -1.138 -2.018 0.487
As -1.171 1.106 -0.087
S 2.397 2.405 -0.970
O 1.462 1.540 -0.064
O 3.080 -0.507 -0.134
N 5.025 -1.539 -0.586
C -1.973 5.557 1.047
C -2.329 1.446 -2.725
C -1.651 5.237 -0.268
C -1.891 -5.491 -1.647
C -2.386 1.265 -4.100
C -2.847 0.238 0.432
C -1.369 0.590 -4.764
C 3.178 4.581 0.438
C -1.085 -1.637 5.152
C -0.285 0.089 -4.056
C 1.559 -2.629 -0.473
C -1.571 -6.493 -0.738
C 2.055 4.126 -0.488
C -1.244 0.952 -2.004
C -2.157 -2.414 3.139
C -1.728 3.256 1.688
C -0.049 -1.240 3.029
C -1.363 3.929 -0.615
C -2.810 -1.182 -0.062
C 3.715 -1.500 -0.607
C -0.942 -4.845 0.899
C -1.105 -1.886 2.393
C -2.007 4.568 2.023
C -1.097 -6.174 0.528
C -1.413 2.941 0.366
C -1.745 -4.160 -1.291
C -0.231 0.282 -2.683
C 2.892 -2.587 -1.206
C -1.276 -3.847 -0.014
C -2.141 -2.285 4.520
C 4.047 2.409 -0.202
C 4.438 3.874 -0.052
C -0.035 -1.112 4.411
H 3.276 5.664 0.408
H 2.755 -2.354 -2.267
H 3.385 -3.561 -1.164
H 0.849 -3.267 -0.983
H -1.126 3.691 -1.645
H 2.028 4.690 -1.421
H 0.801 -0.829 2.475
H 0.662 -0.098 -2.159
H -3.651 0.817 -0.026
H -0.853 -6.958 1.231
H -0.583 -4.600 1.891
H 2.956 4.294 1.467
H -1.419 0.459 -5.836
H -3.580 -1.817 0.380
H -2.891 -1.248 -1.148
H -2.259 4.816 3.045
H -2.952 0.292 1.516
H 1.060 4.123 -0.045
H -2.980 -2.933 2.661
H 0.788 -0.614 4.905
H -1.698 -7.530 -1.016
H 1.681 -3.005 0.555
H -2.952 -2.696 5.106
H 5.538 -2.327 -0.952
H 5.551 -0.790 -0.158
H 4.765 4.285 -1.009
H -1.762 2.495 2.460
H 3.906 1.923 0.763
H 0.511 -0.431 -4.572
H -2.201 6.581 1.310
H -3.128 1.982 -2.226
H 5.269 3.969 0.644
H -1.080 -1.546 6.229
H -3.227 1.656 -4.657
H -2.003 -3.386 -2.006
H -2.263 -5.749 -2.629
H -1.635 6.006 -1.029
H 4.716 1.820 -0.826

Results of the Mulliken charge analysis, in e, for atoms 1 through 4: number 1, Ru, carries 1.07; number 2, As, carries 1.09; number 3, As, carries 1.25; number 4, S, carries 0.33

=====

(4)
Below is C33H38AuBF3N2O2Te as an isolated structure, with properties calculated with ωB97M-V with the def2-TZVPD basis set.

Values from the calculation:
Energy above the lowest of the compared OMol25 structures with the same formula, charge and spin: 0.00 kcal per mole
2S+1: 1
HOMO level: -4.902 eV
Kohn-Sham gap: 7.19 eV
LUMO level: 0.0841 Eh
Net charge: -1
Strongest force on any atom: 0.1 eV/A

Geometry (Å):
Au -1.632 -1.952 -0.763
Te -1.470 -1.564 2.949
F -11.148 -1.521 0.274
F -11.080 -3.658 -0.055
F -11.168 -2.299 -1.737
O 1.368 -1.971 -1.787
O 1.182 -1.340 0.401
N -0.963 1.931 -0.651
N 1.280 2.651 -0.808
C -2.070 1.315 2.783
C -10.611 -2.482 -0.515
C 1.391 2.097 1.622
C -2.357 0.100 1.945
C 4.972 -1.433 -1.191
C -2.073 3.721 3.037
C 0.155 2.002 -1.269
C -1.115 -0.181 4.558
C -9.120 -2.422 -0.554
C 6.366 -1.435 -1.824
C -6.326 -2.249 -0.647
C -8.507 -1.257 -1.007
C 3.633 1.931 -1.274
C -6.963 -3.411 -0.195
C 2.470 2.852 -1.615
C 4.838 -1.099 0.160
C -3.688 -2.110 -0.719
C -1.443 1.190 4.023
C 3.603 -1.048 0.802
C 7.269 -2.434 -1.089
C -2.393 2.586 2.308
C 6.331 -1.826 -3.302
C 6.978 -0.030 -1.720
C -7.131 -1.172 -1.053
C 2.489 -1.339 0.046
C 3.825 -1.750 -1.928
C -1.129 2.335 4.751
C 1.292 3.174 0.547
C -1.432 3.596 4.263
C -4.906 -2.160 -0.687
C -8.344 -3.498 -0.149
C 2.604 -1.705 -1.287
C 0.252 1.306 -2.603
B 0.423 -1.752 -0.733
H -1.737 -0.421 5.421
H -0.943 2.414 0.244
H 6.856 -3.443 -1.152
H -9.113 -0.416 -1.324
H -6.353 -4.246 0.122
H -1.907 0.194 0.955
H -6.648 -0.269 -1.403
H 7.976 -0.014 -2.165
H 0.644 1.317 1.470
H 3.371 0.882 -1.414
H 2.368 1.613 1.595
H -0.642 0.701 -2.719
H -0.070 -0.237 4.862
H 3.516 -0.775 1.846
H 1.126 0.654 -2.652
H -3.422 -0.075 1.805
H 3.868 -2.026 -2.972
H -8.817 -4.404 0.203
H 4.492 2.160 -1.909
H 8.269 -2.442 -1.531
H 7.064 0.291 -0.682
H 5.724 -0.863 0.737
H -2.320 4.701 2.647
H 6.355 0.698 -2.244
H 7.345 -1.809 -3.707
H -2.890 2.675 1.348
H -1.174 4.477 4.837
H 3.943 2.053 -0.235
H 5.725 -1.131 -3.887
H -0.634 2.233 5.711
H 0.397 3.784 0.716
H 5.930 -2.831 -3.442
H 0.313 2.018 -3.430
H 2.783 3.896 -1.493
H 2.139 3.860 0.618
H 1.239 2.533 2.612
H 7.368 -2.181 -0.033
H 2.207 2.741 -2.665

Results of the Mulliken charge analysis, in e, for atoms 1 through 4: number 1, Au, carries -0.31; number 2, Te, carries 0.12; number 3, F, carries -0.26; number 4, F, carries -0.29

=====

(5)
Below is C33H38BBrGeIrN4O9S as an isolated structure at a distorted geometry, with properties calculated with ωB97M-V with the def2-TZVPD basis set.

Values from the calculation:
Energy above the lowest of the compared OMol25 structures with the same formula, charge and spin: 15.86 kcal per mole
2S+1: 2
HOMO level (alpha / beta): -1.233 / -1.233 eV
Kohn-Sham gap (alpha / beta): 4.74 / 4.31 eV
LUMO level (alpha / beta): 0.1288 / 0.1132 Eh
Net charge: -2
Strongest force on any atom: 1.3 eV/A

Geometry (Å):
Ir -0.112 0.423 -0.147
Br -4.106 5.227 -4.330
Ge -0.341 3.932 -0.013
S 3.533 -1.445 -1.213
O -0.101 1.688 -4.187
O -0.543 -3.255 0.955
O -2.091 -1.387 6.142
O -0.137 -0.373 6.669
O -0.036 0.635 -2.235
O 4.442 -1.537 -0.017
O 3.473 -0.043 -1.770
O 0.899 -1.477 0.184
O 1.078 -3.788 -0.593
N -3.402 3.117 -0.903
N -1.858 -0.658 -0.247
N 1.594 1.279 0.651
N -0.395 0.112 1.762
C 4.594 -2.230 -2.505
C 0.588 -5.013 -0.075
C -1.679 2.370 -2.588
C -0.767 -4.606 0.584
C -0.789 -0.466 4.402
C -1.519 -0.516 2.124
C -3.323 3.998 -3.120
C 2.636 1.702 -0.059
C 3.893 1.866 0.512
C 0.385 0.146 3.982
C -2.520 -1.047 -1.338
C -1.743 -0.817 3.453
C -2.212 3.249 -3.489
C -1.257 2.174 -0.111
C 1.765 0.966 1.964
C 2.983 1.105 2.584
C -1.580 5.474 -0.038
C -1.934 -4.640 -0.404
C -2.380 -0.885 0.981
C -3.777 -1.614 -1.261
C -3.864 3.907 -1.802
C 0.569 0.410 2.633
C 4.068 1.563 1.841
C -2.310 2.202 -1.239
C 0.583 4.140 1.718
C -1.030 -0.778 5.904
C 1.611 -5.519 0.942
C -1.135 -5.402 1.829
C 0.457 -6.015 -1.214
C -4.361 -1.778 -0.015
C -3.645 -1.436 1.118
C -0.498 1.524 -3.036
C 0.937 4.330 -1.458
B 0.522 -2.719 0.147
H -0.389 -5.275 2.610
H 5.579 -1.761 -2.454
H 4.659 -3.297 -2.284
H -1.695 -4.069 -1.303
H -4.057 -1.578 2.106
H 1.060 5.413 -1.518
H -2.459 5.287 0.577
H 1.591 3.729 1.709
H -4.292 -1.894 -2.168
H 0.648 5.203 1.956
H -1.753 3.341 -4.463
H 2.580 -5.585 0.449
H 1.344 -6.503 1.337
H -2.007 -0.848 -2.269
H 1.706 -4.818 1.771
H 4.126 -2.054 -3.473
H -2.800 -4.176 0.071
H -2.628 -1.333 3.798
H -2.089 -5.043 2.218
H -2.198 -5.659 -0.692
H -2.803 1.221 -1.251
H 1.910 3.885 -1.285
H -0.034 -6.931 -0.873
H 2.453 1.903 -1.097
H 3.089 0.825 3.622
H -1.235 -6.466 1.601
H -4.686 4.564 -1.527
H -5.356 -2.193 0.076
H 4.710 2.191 -0.112
H 0.563 3.974 -2.416
H -1.044 6.343 0.346
H -1.917 5.689 -1.052
H -0.112 -5.594 -2.041
H 0.020 3.647 2.512
H -1.816 2.125 0.836
H 1.125 0.391 4.731
H 5.043 1.650 2.301
H 1.449 -6.275 -1.584

Results of the Mulliken charge analysis, in e, for atoms 1 through 4: number 1, Ir, carries 1.76; number 2, Br, carries -0.24; number 3, Ge, carries 1.09; number 4, S, carries 0.79

=====

> Look up the net charge of the fifth one.

-2